Entry 1:
{"formula": "C6H11NO3", "method": "wB97M-V/def2-TZVPD", "species": ["O", "C", "N", "O", "O", "H", "C", "C", "C", "C", "C", "H", "H", "H", "H", "H", "H", "H", "H", "H", "H"], "positions_angstrom": [[4.10522, -1.29383, -0.60792], [3.59811, -0.34528, -0.09874], [3.13396, 0.59758, 0.61427], [2.57841, 0.34175, 1.66976], [3.06679, 1.83117, 0.01534], [2.23567, 2.18728, 0.23614], [-0.12613, 0.84716, -1.74665], [-0.41854, -0.16678, -0.92893], [-1.67709, -0.17037, -0.11498], [-2.26604, -1.62287, 0.00085], [-1.25680, 0.21925, 1.32542], [0.78641, 0.99233, -2.30394], [-0.70506, 1.69224, -2.05038], [0.04473, -1.08622, -0.71520], [-2.34146, 0.66932, -0.46274], [-2.61077, -2.03276, -0.96486], [-3.16894, -1.62292, 0.72198], [-1.51226, -2.26977, 0.24338], [-0.22551, -0.04260, 1.59354], [-2.07473, -0.05635, 2.11953], [-1.16597, 1.33167, 1.45414]], "forces_ev_per_a": [[-1.019, 2.410, 1.290], [0.952, -1.997, -1.467], [1.343, -0.882, -3.028], [-1.708, -0.288, 3.523], [2.534, 0.248, -1.003], [-2.221, 0.479, 0.647], [1.353, -0.610, -0.365], [-2.023, 1.751, -0.505], [-0.427, 0.202, 1.050], [-3.429, 2.566, -1.136], [-1.083, 1.588, 1.554], [0.634, -0.890, 0.031], [-1.267, 0.234, 0.776], [1.822, -0.663, -0.296], [0.099, -1.318, 0.093], [-0.168, 0.485, 0.171], [1.669, -0.247, -1.015], [1.913, -1.624, 1.429], [-0.413, -0.864, 0.132], [1.782, 0.075, -1.388], [-0.345, -0.656, -0.495]], "de_lowest_kj_mol": 811.45, "spin_multiplicity": 1, "smiles": "O=C=[N+]([O-])O.C=CC(C)C", "e_homo_ev": -8.818, "mol_weight_g_mol": 145.158, "orbital_gap_ev": 8.62, "total_energy_ev": -14025.868}

=====

Entry 2:
{"formula": "C6H11NO3S", "method": "wB97M-V/def2-TZVPD", "species": ["C", "C", "C", "C", "C", "C", "N", "O", "O", "O", "S", "H", "H", "H", "H", "H", "H", "H", "H", "H", "H", "H"], "positions_angstrom": [[2.18861, -0.45067, -1.42474], [-1.33534, -0.54522, -0.14401], [-0.84648, -0.03516, -1.75557], [1.38526, 0.78463, -1.29019], [-0.28528, -0.74688, 0.78828], [-0.97029, 0.46479, 3.23879], [0.11810, 0.96593, -1.74287], [1.66141, -1.52451, -2.07484], [3.37570, -0.36398, -1.04425], [-0.42351, 1.79601, 1.01014], [0.17101, 0.65633, 1.74156], [-2.06357, 0.25104, 0.28571], [-1.72088, -1.56378, -0.35901], [-0.56914, -0.99087, -2.10056], [-1.75553, 0.37689, -2.08085], [1.94773, 1.61276, -1.08222], [0.47908, -1.58864, 0.95298], [-0.26737, 0.06605, 3.93067], [-1.72472, -0.23070, 3.04222], [-1.33641, 1.43038, 3.58530], [2.27749, -2.21960, -2.10484], [-0.30589, 1.85520, -1.37170]], "forces_ev_per_a": [[2.087, 1.893, 0.420], [-0.698, 0.023, -0.162], [-0.422, -0.120, 2.652], [-1.504, -3.485, -1.051], [2.762, -0.313, 1.001], [1.788, 0.844, -0.765], [-0.050, 1.199, 1.199], [-1.597, 1.961, 0.502], [-2.235, -1.141, -0.731], [-0.186, 1.262, -0.637], [-0.849, -0.230, 0.992], [0.988, -1.484, -1.069], [-0.551, 0.863, -0.084], [0.470, -0.519, -1.080], [-1.110, 0.101, -0.983], [1.146, 1.909, 0.753], [-1.649, 1.016, -0.751], [0.259, -0.428, 1.034], [-1.272, -0.909, -0.380], [0.125, 0.011, -0.311], [1.661, -1.372, 0.070], [0.839, -1.081, -0.620]], "de_lowest_kj_mol": 442.81, "spin_multiplicity": 1, "e_homo_ev": [-7.792, -7.323], "mol_weight_g_mol": 177.225, "orbital_gap_ev": [7.65, 6.65], "total_energy_ev": -24864.045}

=====

Entry 3:
{"formula": "C6H11NO4S", "method": "wB97M-V/def2-TZVPD", "species": ["C", "C", "O", "O", "C", "O", "C", "C", "C", "S", "N", "O", "H", "H", "H", "H", "H", "H", "H", "H", "H", "H", "H"], "positions_angstrom": [[-2.03846, -2.18609, -1.67204], [-1.35244, -0.83162, -1.91673], [-1.48235, -0.35969, -3.02342], [-0.83190, -0.27571, -0.81739], [0.23296, 0.84282, -0.69690], [1.15018, 0.45994, 0.15711], [0.82259, 0.32613, 1.59631], [1.58097, -0.96386, 2.08369], [1.35133, 1.56733, 2.30104], [0.87324, 1.24792, -2.33051], [-0.82221, 1.52470, -3.22673], [-1.59346, 2.16353, -2.57816], [-3.05042, -2.01632, -1.92449], [-1.63922, -2.86264, -2.43359], [-1.87186, -2.48600, -0.61818], [-0.31019, 1.70698, -0.30438], [-0.22134, 0.29484, 1.74397], [1.20220, -1.62500, 1.33318], [2.59370, -0.87455, 2.12459], [1.13628, -1.13070, 3.02683], [0.78708, 2.35844, 1.85391], [2.35551, 1.63752, 1.99143], [1.12785, 1.48203, 3.33045]], "forces_ev_per_a": [[1.962, 0.773, 0.779], [-1.054, -0.810, 0.541], [0.439, -0.529, 0.063], [0.599, -0.010, -0.072], [-2.122, 0.794, -0.951], [1.330, -1.165, 0.999], [2.915, 0.116, 0.014], [-4.511, 1.819, -1.625], [-1.427, -0.934, -1.862], [0.419, -0.431, 0.176], [-1.066, 2.938, 1.173], [1.477, -1.247, -1.239], [-1.235, 0.007, 0.048], [0.050, -0.142, 0.448], [-0.291, -0.222, -0.828], [-0.628, -0.214, -0.208], [-1.310, -0.631, -0.153], [0.367, -1.333, -0.040], [2.759, 0.359, -0.080], [-0.173, -0.773, 1.193], [-0.163, 1.067, 0.093], [1.419, 0.420, 0.334], [0.243, 0.149, 1.195]], "de_lowest_kj_mol": 465.64, "spin_multiplicity": 1, "smiles": "CC(=O)O[C@@H](OC(C)C)SN=O", "e_homo_ev": [-8.932, -8.932], "mol_weight_g_mol": 193.224, "orbital_gap_ev": [9.17, 9.17], "total_energy_ev": -26911.478}

=====

Entry 4:
{"formula": "C6H11NO5P", "method": "wB97M-V/def2-TZVPD", "species": ["C", "C", "C", "C", "C", "C", "N", "O", "O", "O", "O", "O", "P", "H", "H", "H", "H", "H", "H", "H", "H", "H", "H", "H"], "positions_angstrom": [[4.02005, -1.08716, 0.06623], [-0.09046, 0.22302, 1.34292], [-1.77697, 1.45744, -0.05277], [-0.07837, 0.09319, -1.27108], [-0.93984, 0.14096, 0.08190], [-1.97155, -1.05943, 0.08616], [4.82377, -1.93942, -0.14186], [3.21879, -0.23022, 0.06883], [0.79776, 1.27341, 1.13045], [-0.90288, 2.53902, -0.27855], [0.83123, 1.16850, -1.31542], [-1.14623, -2.13609, -0.35651], [1.28604, 1.99653, -0.13696], [-0.56655, 0.42909, 2.41787], [0.50322, -0.73215, 1.54163], [-2.50510, 1.34496, -0.84676], [-2.48203, 1.65060, 0.79543], [0.51904, -0.77585, -1.40471], [-0.76797, 0.20226, -2.07167], [-2.79131, -0.80432, -0.63839], [-2.25762, -1.32357, 1.08905], [5.25452, -2.73267, 0.32705], [-1.42410, 3.31478, -0.05852], [-1.55343, -3.01289, -0.37434]], "forces_ev_per_a": [[0.020, -0.390, -0.449], [-0.358, -2.229, 2.129], [-1.004, -1.554, 0.945], [-1.030, -0.619, 2.169], [-1.896, 0.311, -0.497], [1.895, 0.197, -1.125], [0.386, -0.482, 0.373], [-0.154, 0.256, 0.277], [1.905, 1.023, 0.991], [-0.748, 1.158, 0.026], [0.781, -0.113, -1.698], [0.110, -0.339, -0.498], [0.201, 1.082, 0.992], [0.261, -0.288, -2.683], [-0.625, 1.159, -0.606], [0.249, 0.019, -0.858], [1.075, -0.203, 0.038], [0.117, -0.893, 0.122], [-0.477, 0.107, -0.833], [0.436, -0.496, 0.866], [-0.842, 0.517, 0.426], [-0.358, 0.676, -0.214], [0.395, 0.649, -0.067], [-0.340, 0.451, 0.176]], "de_lowest_kj_mol": 0.00, "charge": 1, "spin_multiplicity": 1, "e_homo_ev": -14.174, "mol_weight_g_mol": 208.130, "orbital_gap_ev": 10.40, "total_energy_ev": -27409.405}

=====

Entry 5:
{"formula": "C6H11NOS", "method": "wB97M-V/def2-TZVPD", "species": ["C", "C", "C", "C", "C", "C", "N", "O", "S", "H", "H", "H", "H", "H", "H", "H", "H", "H", "H", "H"], "positions_angstrom": [[1.24350, 1.16520, 0.72533], [0.79358, 0.32494, -0.21254], [-0.64793, -1.86895, -0.24492], [-0.58082, -1.35156, 1.18999], [-0.56452, -0.41011, 0.00239], [1.27685, 0.31101, -1.66720], [-1.75230, 1.57179, 0.60147], [-3.10763, -0.40830, -0.32607], [-1.99420, 0.43124, -0.66074], [2.20269, 1.63788, 0.46435], [0.79874, 1.22066, 1.73136], [0.19952, -2.55357, -0.50785], [-1.71288, -2.21504, -0.62491], [-1.56063, -1.35655, 1.72619], [0.24294, -1.52123, 1.85803], [1.45258, -0.63901, -1.91509], [0.54231, 0.63747, -2.38088], [2.23642, 0.99111, -1.86580], [-2.50571, 1.68845, 1.24468], [-1.65550, 2.53796, 0.35327]], "forces_ev_per_a": [[0.853, -0.994, -0.432], [-2.143, 0.999, -0.901], [-0.925, -2.447, -0.119], [-3.548, 0.424, -0.275], [3.614, -0.836, -0.479], [1.651, 4.348, 1.583], [-0.474, 1.305, 0.338], [-2.118, -1.003, 0.320], [2.267, 1.745, 1.203], [-0.557, 0.246, 0.582], [0.358, 0.074, -0.685], [-0.784, 1.088, -0.244], [2.423, 0.531, 0.994], [0.848, -0.163, -0.396], [0.538, 0.257, -0.374], [1.167, -3.829, -1.150], [-0.700, 0.449, -0.038], [-1.957, -1.575, 0.631], [-1.013, -1.050, 0.580], [0.502, 0.430, -1.137]], "de_lowest_kj_mol": 346.03, "spin_multiplicity": 1, "e_homo_ev": -9.087, "mol_weight_g_mol": 145.227, "orbital_gap_ev": 9.76, "total_energy_ev": -20769.762}